{
  "formula": "C52H42ClN9O9PSY",
  "method": "ωB97M-V with the def2-TZVPD basis set",
  "max_force_ev_per_a": 0.6,
  "homo_ev": -6.97,
  "gap_ev": 6.400,
  "charge": 0,
  "de_lowest_kcal_mol": 9.03,
  "e_tot_ha": -4414.82676,
  "e_lumo_ev": -0.6,
  "species": ["Y", "O", "C", "O", "C", "C", "C", "C", "C", "C", "P", "C", "C", "C", "C", "C", "C", "C", "C", "C", "C", "C", "C", "H", "H", "H", "H", "H", "H", "H", "H", "H", "H", "H", "H", "H", "H", "C", "O", "C", "C", "C", "C", "C", "C", "N", "N", "C", "C", "C", "C", "O", "C", "N", "C", "C", "C", "C", "H", "H", "H", "H", "H", "H", "H", "H", "H", "H", "H", "H", "O", "Cl", "O", "O", "O", "N", "C", "C", "C", "C", "C", "C", "S", "N", "C", "C", "C", "C", "C", "C", "N", "H", "H", "H", "H", "H", "H", "H", "H", "H", "C", "N", "C", "C", "C", "N", "C", "O", "N", "H", "H", "H", "H", "H", "H", "H"],
  "xyz": [[1.2778, -0.8612, -0.9754], [3.1842, -4.4739, -0.8590], [2.1414, -4.1151, -0.3014], [1.4456, -3.1004, -0.6544], [1.6922, -4.8542, 0.9316], [2.1810, -6.1444, 1.1217], [1.8732, -6.8557, 2.2658], [1.1003, -6.2564, 3.2503], [0.6236, -4.9685, 3.0749], [0.8915, -4.2483, 1.9091], [0.1208, -2.5928, 1.6021], [-0.2577, -2.0503, 3.3141], [-1.4877, -1.5373, 3.7165], [-1.6518, -1.0059, 4.9901], [-0.5900, -0.9762, 5.8794], [0.6503, -1.4606, 5.4821], [0.8143, -1.9799, 4.2087], [-1.4895, -3.2692, 0.9990], [-2.3743, -3.9114, 1.8677], [-3.5580, -4.4597, 1.4022], [-3.8707, -4.3934, 0.0510], [-2.9854, -3.7889, -0.8256], [-1.8018, -3.2320, -0.3576], [2.8139, -6.5673, 0.3523], [2.2407, -7.8655, 2.3974], [0.8628, -6.7942, 4.1604], [0.0285, -4.5209, 3.8582], [-2.3261, -1.5351, 3.0315], [-2.6165, -0.6055, 5.2780], [-0.7231, -0.5684, 6.8738], [1.4909, -1.4305, 6.1649], [1.7892, -2.3497, 3.9060], [-2.1424, -3.9899, 2.9204], [-4.2335, -4.9441, 2.0967], [-4.7970, -4.8185, -0.3150], [-3.2089, -3.7394, -1.8842], [-1.1364, -2.7698, -1.0676], [-7.6270, 4.9147, -2.9073], [-6.3083, 4.9762, -2.4039], [-6.0795, 4.4202, -1.1844], [-7.0506, 3.8003, -0.4111], [-6.7056, 3.2768, 0.8307], [-5.3986, 3.3242, 1.2773], [-4.4287, 3.9682, 0.5059], [-4.7694, 4.5141, -0.7117], [-5.1154, 2.8467, 2.5970], [-4.1587, 2.0985, 2.8522], [-3.3272, 1.5091, 1.8604], [-3.7949, 0.8917, 0.7218], [-2.9359, 0.2198, -0.1533], [-1.5740, 0.1518, 0.0893], [-0.7405, -0.4134, -0.7383], [-1.0778, 0.7234, 1.3126], [0.2412, 0.5556, 1.5801], [0.7275, 1.0939, 2.6668], [-0.0462, 1.8275, 3.5864], [-1.3815, 1.9809, 3.3483], [-1.9472, 1.4113, 2.1855], [-7.6061, 5.4154, -3.8710], [-8.3302, 5.4302, -2.2473], [-7.9517, 3.8795, -3.0449], [-8.0749, 3.7277, -0.7490], [-7.4602, 2.8142, 1.4544], [-3.4091, 4.0328, 0.8635], [-4.0335, 5.0185, -1.3246], [-4.8512, 0.9149, 0.4922], [-3.3190, -0.2459, -1.0518], [1.7870, 0.9360, 2.8590], [0.4183, 2.2369, 4.4735], [-2.0215, 2.5135, 4.0390], [-1.4658, -0.5257, -3.6685], [-0.0592, -0.6431, -3.7405], [0.3995, -0.6464, -5.0884], [0.3943, -1.8616, -3.0503], [0.6064, 0.4424, -3.0060], [3.6074, 2.9680, -0.1593], [3.1721, 3.9517, -1.0768], [4.0622, 4.9068, -1.5366], [3.6366, 5.8891, -2.4213], [2.3244, 5.8983, -2.8629], [1.4428, 4.9176, -2.4262], [1.8570, 3.9550, -1.5193], [0.7165, 2.7346, -0.9546], [1.7702, 1.5099, -0.4294], [2.9677, 1.7590, -0.0746], [3.7439, 0.6641, 0.5775], [4.7878, 0.9494, 1.4461], [5.4545, -0.0998, 2.0605], [5.0627, -1.3957, 1.7855], [3.9939, -1.5930, 0.9258], [3.3371, -0.5899, 0.3465], [4.6098, 2.9083, -0.0909], [5.0919, 4.8858, -1.1962], [4.3360, 6.6391, -2.7657], [1.9841, 6.6582, -3.5535], [0.4221, 4.8981, -2.7900], [5.0577, 1.9714, 1.6700], [6.2670, 0.0995, 2.7470], [5.5581, -2.2474, 2.2288], [3.6621, -2.5930, 0.6839], [3.2473, 1.9210, -5.1024], [3.4143, 0.5428, -4.6547], [3.4208, -0.4696, -5.5551], [3.4602, -1.7535, -5.1614], [3.3446, -2.0136, -3.7557], [3.2395, -1.0186, -2.8667], [3.4439, 0.2646, -3.2885], [3.6286, 1.1776, -2.4929], [3.3334, -3.2740, -3.3475], [4.0049, 2.1680, -5.8458], [3.3586, 2.5728, -4.2429], [2.2516, 2.0471, -5.5288], [3.4056, -0.1756, -6.5957], [3.4903, -2.5630, -5.8738], [3.3011, -3.9981, -4.0426], [3.2338, -3.5694, -2.3690]],
  "lowdin_charge": [1.50, 0.01, -0.60, -0.22, -0.13, -0.02, -0.07, -0.07, -0.09, -0.26, 1.13, -0.39, -0.10, -0.08, -0.09, -0.09, -0.12, -0.32, -0.10, -0.08, -0.09, -0.07, -0.08, 0.12, 0.10, 0.10, 0.10, 0.11, 0.11, 0.10, 0.10, 0.10, 0.10, 0.10, 0.10, 0.11, 0.07, -0.09, -0.08, -0.29, -0.02, -0.03, -0.30, -0.02, 0.01, 0.07, 0.07, -0.25, -0.01, 0.02, -0.34, -0.28, -0.19, 0.07, -0.14, -0.04, -0.01, -0.11, 0.09, 0.09, 0.10, 0.10, 0.11, 0.12, 0.12, 0.12, 0.12, 0.11, 0.11, 0.11, -0.27, 0.69, -0.29, -0.41, -0.44, 0.14, -0.25, -0.02, -0.09, -0.09, -0.09, -0.44, 1.05, -0.31, -0.39, -0.20, 0.00, -0.04, -0.02, -0.07, 0.06, 0.13, 0.11, 0.10, 0.10, 0.11, 0.12, 0.12, 0.12, 0.10, 0.00, -0.04, -0.06, -0.01, -0.37, 0.13, -0.51, 0.03, 0.21, 0.09, 0.08, 0.10, 0.14, 0.11, 0.12, 0.06]
}